Entry 1:
The following is a DFT calculation (wB97M-V/def2-TZVPD) of a 11-piece molecular cluster, C17H56N10O17 overall.

Geometry (Å):
H1 14.658 7.700 11.770
N1 9.367 8.510 9.694
H2 7.180 9.881 13.367
H3 11.018 17.204 12.714
H4 9.518 10.943 14.011
H5 15.127 6.876 8.679
C1 13.830 15.040 10.160
O1 12.291 10.998 7.729
H6 14.745 18.825 11.353
C2 7.772 10.466 14.024
H7 12.795 14.885 10.438
C3 9.225 8.715 8.363
H8 15.915 13.860 9.340
C4 13.290 7.765 8.439
H9 13.864 6.193 9.602
O2 11.587 8.494 13.710
H10 13.000 5.923 13.191
O3 14.468 6.855 12.137
H11 10.772 13.371 5.761
H12 8.687 13.604 9.832
H13 6.576 12.366 14.193
C5 12.428 8.028 12.721
H14 5.336 12.204 9.020
N2 13.685 8.622 7.531
O4 13.918 15.466 8.830
H15 13.027 8.895 12.473
C6 11.221 11.561 6.905
N3 9.818 15.989 7.629
H16 8.431 13.604 13.750
O5 8.444 12.751 14.200
H17 10.940 7.849 13.993
H18 13.864 7.288 14.081
H19 10.613 16.390 14.184
H20 10.005 13.392 11.990
O6 8.818 15.024 12.951
O7 15.907 13.758 10.311
H21 10.228 15.126 7.231
C7 10.823 12.246 10.435
H22 7.618 10.731 8.931
H23 14.126 12.813 10.149
C8 12.729 18.527 10.922
C9 9.401 16.037 12.546
H24 8.812 9.175 10.232
O8 9.177 10.133 13.712
O9 12.195 7.704 8.922
H25 12.817 17.445 10.829
C10 7.418 11.964 13.687
C11 14.534 13.723 10.586
N4 11.315 17.329 6.675
H26 9.591 7.912 6.590
H27 8.451 15.964 10.838
C12 6.820 13.713 9.820
H28 11.142 10.868 6.046
H29 12.429 12.827 5.658
H30 12.158 17.977 6.703
H31 6.661 13.410 10.839
H32 8.929 15.770 8.092
O10 8.747 9.761 7.904
C13 11.624 12.893 6.336
H33 14.504 13.652 11.699
O11 10.524 17.983 8.678
H34 7.669 10.200 15.094
O12 8.039 14.320 9.534
N5 10.325 12.433 11.740
H35 12.679 11.709 8.301
H36 14.688 18.875 13.531
H37 9.524 17.239 10.807
C14 13.814 19.113 11.852
H38 11.438 10.755 9.278
N6 9.768 7.707 7.538
C15 6.443 12.350 9.013
H39 9.581 7.590 10.042
O13 13.827 18.659 13.197
N7 10.409 16.609 13.261
H40 14.306 15.897 10.708
H41 10.611 7.280 7.907
H42 13.100 18.812 9.945
H43 13.356 15.001 8.195
O14 11.455 18.845 11.158
H44 11.000 16.870 5.820
C16 13.411 6.945 13.108
H45 14.541 8.277 7.116
O15 12.173 13.759 7.335
H46 6.080 14.419 9.682
H47 6.738 12.446 7.935
H48 10.271 11.475 7.482
H49 10.079 11.603 12.301
O16 10.803 13.145 9.590
H50 11.932 7.728 11.821
N8 14.180 6.700 8.780
H51 13.718 20.208 11.856
N9 8.943 16.656 11.371
O17 7.048 11.196 9.593
H52 11.193 10.395 10.969
H53 10.995 18.565 10.341
C17 10.565 17.187 7.765
H54 13.182 9.496 7.401
H55 7.232 12.051 12.598
H56 11.669 13.649 8.165
N10 11.340 11.070 10.244

Values from the calculation:
Gap between HOMO and LUMO   0.361 Eh
SMILES   NC(N)=O.NC(N)=O.NC(N)=O.NC(N)=O.NC(N)=O.OCCO.OCCO.OCCO.OCCO.OCCO.OCCO
Charge   0
E_HOMO   -0.3515 hartree
LUMO level   0.0099 Eh
E_tot   -68247.58960 eV

Entry 2:
The following is a DFT calculation (wB97M-V/def2-TZVPD) of a 12-piece molecular cluster, C17H58O12 overall.

Geometry (Å):
H1 2.149 3.523 2.663
H2 -1.297 -4.581 2.429
C1 -4.024 1.183 1.764
O1 -0.276 -2.871 1.760
H3 0.925 2.822 -2.060
H4 0.099 -0.826 0.708
H5 2.910 -4.364 -1.369
H6 -1.041 0.565 1.039
H7 0.494 -4.708 2.522
H8 3.661 4.478 2.443
H9 0.526 2.376 5.238
H10 0.518 0.383 1.903
H11 0.944 1.783 3.559
H12 -4.045 -2.467 -2.685
C2 -1.085 1.758 4.151
C3 2.808 -3.359 -1.789
H13 -1.437 -3.550 -2.676
C4 -0.143 -0.890 -3.414
H14 -3.372 0.612 -2.963
H15 -1.397 0.993 3.414
H16 0.212 -3.209 -1.611
H17 -4.860 0.311 -0.435
C5 0.895 3.077 -3.121
C6 -4.469 1.865 -1.606
O2 2.260 -1.645 3.646
O3 3.805 2.476 1.987
H18 1.730 -1.541 -1.320
H19 1.966 3.308 0.123
H20 0.840 2.110 -3.648
C7 2.583 4.085 0.609
H21 -3.310 -0.612 1.624
H22 3.765 -0.376 3.184
H23 3.818 -2.011 2.327
H24 -2.077 -1.791 -3.768
H25 -5.084 2.440 -2.334
H26 1.129 -0.302 4.447
O4 3.410 0.765 -0.416
C8 3.044 3.682 2.046
C9 0.378 1.550 4.518
O5 0.669 -3.185 -0.713
C10 -0.361 -4.022 2.617
H27 3.727 1.760 -2.237
H28 4.486 0.194 -2.165
C11 3.220 -1.164 2.668
O6 0.618 0.303 5.027
H29 1.960 4.974 0.596
H30 -1.772 1.827 5.049
H31 -1.154 2.740 3.640
H32 2.709 -0.718 1.804
C12 -3.672 -2.528 -1.691
C13 3.644 0.765 -1.833
H33 -0.816 -2.222 -4.939
H34 1.665 -2.229 3.176
H35 3.828 1.459 0.100
H36 -0.424 -3.592 3.607
H37 -4.547 -2.641 -1.062
H38 2.766 0.362 -2.372
H39 -3.266 1.757 1.255
H40 -0.987 3.562 -3.362
H41 2.429 -2.405 0.087
C14 -1.016 -2.024 -3.862
H42 -3.207 -1.554 -1.490
H43 1.825 3.545 -3.391
H44 -0.158 0.010 -4.021
H45 -2.560 0.843 -1.432
C15 1.964 -2.541 -0.916
O7 -2.733 -3.544 -1.456
O8 -4.023 -0.113 1.211
H46 -3.837 1.158 2.846
C16 -3.174 1.367 -2.195
H47 -2.606 2.190 -2.659
O9 -0.128 3.950 -3.516
H48 -4.286 2.557 -0.731
C17 0.033 0.265 0.907
O10 0.644 1.090 -0.070
O11 -5.290 0.824 -1.143
H49 1.580 0.842 -0.157
H50 0.907 -1.243 -3.423
H51 3.965 2.279 2.922
H52 3.401 4.248 -0.098
H53 3.820 -2.958 -1.831
O12 -0.677 -3.245 -3.177
H54 -5.009 1.612 1.525
H55 -0.389 -0.620 -2.398
H56 2.375 -3.447 -2.783
H57 -3.143 -4.386 -1.656
H58 0.048 -3.148 0.852

Values from the calculation:
Gap between HOMO and LUMO   0.371 Eh
SMILES   CCO.CCO.CCO.CCO.CCO.CO.CO.CO.CO.CO.CO.CO
Charge   0
E_HOMO   -0.3542 hartree
LUMO level   0.0171 Eh
E_tot   -43135.72831 eV

Entry 3:
The following is a DFT calculation (wB97M-V/def2-TZVPD) of a 12-piece molecular cluster, C17H58O17 overall.

Geometry (Å):
C1 -1.193 -5.542 -0.042
O1 -1.119 2.590 2.736
C2 -5.548 2.372 1.541
H1 1.199 0.510 0.965
H2 4.068 -1.371 0.519
H3 -0.489 -5.725 -0.854
H4 -3.824 -1.344 3.283
C3 -1.240 -4.106 0.432
H5 -0.293 3.629 -1.854
H6 -0.979 -6.247 0.761
H7 3.316 3.382 0.467
H8 2.861 5.454 -0.525
H9 -4.025 3.019 0.259
H10 -1.495 0.106 0.557
H11 0.269 2.572 -4.832
H12 -2.220 -3.956 0.885
C4 0.526 -1.108 4.080
O2 -6.446 3.246 0.962
H13 3.982 -0.361 -3.989
O3 -0.768 -0.640 4.447
H14 3.713 0.655 1.472
O4 2.036 -0.147 -5.844
H15 2.043 3.247 -0.806
H16 -0.367 1.136 -5.464
H17 -2.283 -1.316 2.488
H18 0.540 3.685 3.028
H19 -1.684 -3.647 -1.371
O5 3.002 1.549 -2.666
O6 1.537 -2.740 -1.055
H20 -0.539 4.450 1.784
H21 -0.230 1.345 -3.077
H22 -2.312 1.678 -2.386
H23 0.637 -1.199 3.000
H24 1.774 1.701 -6.665
H25 -3.685 -2.077 1.688
H26 -3.739 1.529 0.962
H27 -0.817 4.575 3.427
H28 0.594 -2.142 4.419
O7 -4.959 1.309 -0.646
H29 -6.120 1.487 1.820
H30 3.966 -1.490 2.255
H31 3.182 -3.931 -1.755
H32 -0.222 -0.171 -0.678
O8 -1.076 -3.311 -0.709
H33 2.157 -0.520 -4.968
C5 2.313 3.678 0.158
O9 -2.881 -3.173 3.246
H34 2.061 -4.709 -0.619
H35 0.646 -2.883 -0.728
C6 -3.171 -1.931 2.637
H36 -5.555 1.811 -1.207
C7 -0.450 -0.156 0.388
O10 2.374 -1.500 -3.411
C8 1.666 -0.213 4.695
H37 -0.674 2.288 -0.679
C9 -4.531 2.072 0.446
C10 3.389 -1.244 1.363
C11 1.831 1.259 -5.670
H38 -0.556 -3.828 1.233
H39 2.742 1.732 -5.304
H40 -7.313 3.041 1.318
O11 0.284 0.791 1.045
H41 -0.530 1.893 2.439
H42 1.595 -0.074 5.773
H43 4.394 0.607 -1.622
H44 -1.866 3.507 -0.997
O12 0.551 0.998 -3.516
C12 2.139 -3.999 -1.443
H45 -2.468 -6.701 -0.997
H46 4.278 -1.504 -2.741
O13 2.281 5.121 0.164
H47 -5.031 2.723 2.434
H48 1.602 -4.436 -2.284
O14 -2.517 -5.884 -0.496
H49 -3.636 -3.405 3.791
H50 1.982 -1.747 -2.570
C13 3.436 0.360 -2.078
H51 2.068 1.449 -2.866
H52 -0.778 0.308 4.300
H53 2.646 -0.642 4.486
H54 -0.460 -1.193 0.723
C14 0.467 1.500 -4.863
H55 1.608 3.307 0.901
C15 -1.050 2.951 -1.459
O15 1.641 1.112 4.115
O16 2.916 0.120 1.470
C16 3.537 -0.783 -3.088
H56 2.736 0.162 -1.266
H57 1.994 0.998 3.229
H58 2.565 -1.957 1.367
C17 -0.483 3.846 2.689
O17 -1.523 2.195 -2.561

Values from the calculation:
Gap between HOMO and LUMO   0.353 Eh
SMILES   OCCO.OCCO.OCCO.OCCO.OCCO.CO.CO.CO.CO.CO.CO.CO
Charge   0
E_HOMO   -0.3402 hartree
LUMO level   0.0133 Eh
E_tot   -53371.23738 eV